(1)
This record from the OMol25 dataset describes a 2-piece molecular cluster, C2BrClFIO overall in a non-equilibrium geometry. The level of theory is ωB97M-V with the def2-TZVPD basis set.

Results
HOMO energy (spin up / spin down) = -10.82 / -9.18 eV
Net charge = 0
M = 301.28 g/mol
Relative energy (zero: lowest compared OMol25 entry of this formula, charge and spin) = 57.6 kcal/mol
Total energy = -97501.392 eV
LUMO level (spin up / spin down) = -1.815 / -3.827 eV
Orbital gap (spin up / spin down) = 9.0 / 5.4 eV

Structure (XYZ):
```
7
Properties=species:S:1:pos:R:3:forces:R:3:nbo_charge:R:1
I -0.3945 1.6987 1.9721 0.0 0.3 -0.5 0.246
C -0.2984 0.0531 0.7500 -0.1 1.3 -0.6 0.180
F -0.3049 -1.0256 1.4855 0.1 -0.8 -0.3 -0.296
Cl 0.5646 -1.6411 -1.0409 -0.1 0.4 -0.6 -0.082
O -0.2733 0.8395 -1.5579 0.2 0.0 0.4 -0.464
C -0.0679 0.0240 -0.7243 -0.2 -1.2 1.6 0.423
Br 2.9141 1.2814 -0.0114 0.1 0.1 0.1 -0.007
```
Forces are in eV/Å.

***

(2)
This record from the OMol25 dataset describes a 2-piece molecular cluster, CO3PS overall in a non-equilibrium geometry. The level of theory is ωB97M-V with the def2-TZVPD basis set.

Results
HOMO energy = -3.86 eV
Net charge = -1
M = 123.05 g/mol
Relative energy (zero: lowest compared OMol25 entry of this formula, charge and spin) = 8.6 kcal/mol
Total energy = -27306.390 eV
LUMO level = 2.769 eV
Orbital gap = 6.6 eV

Structure (XYZ):
```
6
Properties=species:S:1:pos:R:3:forces:R:3:nbo_charge:R:1
O 1.2073 0.8400 0.8716 -0.3 0.7 -1.3 -0.427
P -0.5953 -2.0261 0.3260 -3.3 1.5 -0.3 1.335
O -1.9834 -1.3474 0.2034 1.5 -0.7 1.4 -1.170
O -0.0862 -2.2205 -1.0445 1.8 -0.8 -1.2 -1.161
C 0.9105 1.7170 0.1697 0.7 -1.9 2.5 0.446
S 0.5471 3.0369 -0.5262 -0.4 1.2 -1.2 -0.024
```
Forces are in eV/Å.

***

(3)
This record from the OMol25 dataset describes C31H41Cl2N3O2SSe2Tl as an isolated structure in a non-equilibrium geometry. The level of theory is ωB97M-V with the def2-TZVPD basis set.

Results
HOMO energy (spin up / spin down) = -14.78 / -14.78 eV
Net charge = +3
M = 952.96 g/mol
Relative energy (zero: lowest compared OMol25 entry of this formula, charge and spin) = 16.0 kcal/mol
Total energy = -212611.168 eV
LUMO level (spin up / spin down) = -10.430 / -10.705 eV
Orbital gap (spin up / spin down) = 4.4 / 4.1 eV

Structure (XYZ):
```
83
Properties=species:S:1:pos:R:3:forces:R:3:mulliken_charge:R:1
H 12.0918 8.8349 18.1545 -0.1 0.5 -0.3 0.384
H 6.5783 10.1414 9.4751 -1.1 0.1 -0.2 0.384
H 8.3546 6.8937 9.6499 0.0 0.1 0.2 0.523
C 13.6774 11.1519 16.2978 2.7 -0.7 0.0 -0.182
C 14.9632 8.6317 12.6329 1.9 -0.8 1.1 -0.740
H 15.3879 8.1640 13.5889 -0.8 0.7 -1.3 0.225
Tl 11.6981 10.6085 13.3262 0.3 -0.3 0.5 0.687
C 6.2006 12.7212 14.6169 -0.3 -1.9 0.2 -0.541
H 9.1626 16.3680 15.0619 0.3 0.5 -0.3 0.461
C 8.4364 14.4484 14.8438 -0.8 0.1 0.4 1.562
H 7.5891 5.8551 12.0680 0.0 1.2 0.1 0.428
H 10.4783 15.2477 14.5955 0.4 -0.1 -0.5 0.248
H 5.2713 14.3618 13.6102 0.3 -0.1 0.0 0.512
C 8.2809 6.6941 11.8081 1.5 -1.6 1.6 -0.846
H 9.4870 6.2449 15.1494 0.3 0.5 -0.3 0.356
H 14.5168 10.5438 12.3732 0.3 -0.1 -0.1 0.181
N 12.4510 11.7782 16.0539 -1.8 -1.5 -0.5 0.398
C 7.9057 7.3683 10.5307 -1.0 0.9 -0.6 -0.656
C 10.3699 12.7492 16.7473 -0.6 0.1 -0.1 -0.300
C 13.6256 9.8604 17.0075 -0.1 2.1 -1.9 0.991
Se 8.6024 9.2749 10.5241 0.1 -0.5 0.7 0.419
H 14.3215 7.9135 12.1323 -0.2 0.0 0.0 0.273
C 14.8107 9.2796 17.4372 -0.1 -0.6 1.4 -0.589
N 7.5330 10.0627 12.5409 -5.4 -0.6 -0.8 0.119
C 7.3443 12.2242 15.2283 -0.8 -0.1 -0.3 0.377
H 11.8675 14.1525 18.2802 1.2 0.2 -1.0 0.495
C 12.5936 12.4456 8.7924 0.3 0.1 1.3 -0.738
H 9.2467 6.1011 11.7812 -0.8 1.2 -0.4 0.368
H 9.8364 15.2933 16.2553 -0.2 0.0 -1.1 0.277
C 14.9600 11.6708 15.8555 -2.0 -0.3 1.8 1.069
H 10.7848 7.4346 14.6363 0.4 0.2 0.5 -0.056
C 11.7451 12.8450 7.7497 1.1 -0.4 0.1 -0.449
H 14.2181 13.5110 15.0935 0.9 -0.1 -0.5 0.115
C 12.2424 12.6856 10.1538 1.9 -0.7 -1.9 0.579
H 5.2858 12.0642 14.5392 1.1 0.8 0.1 0.511
C 10.1200 13.3635 9.4255 -0.6 -0.2 -0.1 0.481
S 10.3258 12.9127 12.1119 0.2 0.3 -0.1 0.340
H 10.4138 12.9205 18.9182 0.0 -0.3 0.0 0.596
H 7.7409 9.3517 8.2638 -0.7 0.8 0.5 0.392
C 7.2354 14.8727 14.2536 1.4 0.9 0.3 -1.014
H 8.4105 10.6352 16.2692 -1.3 0.1 -0.5 -0.003
C 7.4037 10.8401 15.7932 0.6 -0.8 -0.5 -0.696
H 9.1347 13.8660 18.2522 -0.2 0.0 -0.4 0.358
H 7.0423 15.9305 13.9805 0.6 -0.8 0.1 0.424
H 11.4631 9.6821 16.6735 0.5 -0.2 0.4 0.018
C 9.6642 12.9219 18.1317 -0.1 -1.4 -0.5 -1.452
C 16.0497 11.0190 16.3625 1.8 -0.8 -0.4 -0.741
H 6.7965 7.3829 10.3652 1.0 0.3 0.2 0.375
H 6.5836 10.6912 16.5086 0.3 -0.1 -0.1 0.445
O 14.2837 9.8365 12.9818 -0.5 0.3 0.0 -0.286
H 7.2419 10.1100 14.9425 0.2 0.6 1.2 0.019
H 12.1686 12.7759 6.7217 -0.8 0.1 0.8 0.436
C 9.9921 6.7830 14.3304 -0.9 -0.1 -0.5 -0.626
H 9.7872 13.8070 7.3894 0.5 -0.6 0.2 0.468
C 10.9476 13.0123 10.5413 -0.8 0.2 -0.4 -0.496
H 15.6476 12.7316 14.0942 -1.0 0.5 1.1 0.283
H 13.5825 11.9953 8.5932 -0.6 0.6 0.1 0.441
C 11.8645 12.7130 16.6549 2.4 1.4 1.7 0.409
C 8.4770 13.0755 15.3409 0.4 -0.4 -1.2 -0.340
H 8.9351 12.0332 18.3030 1.2 1.6 -0.4 0.254
Cl 8.4917 13.7689 9.7555 -0.5 0.3 0.0 -0.099
H 12.9431 14.7172 16.8342 -0.8 -1.2 0.8 0.296
C 9.5734 15.3764 15.1559 -0.9 0.0 1.8 -1.123
H 8.0284 11.0704 8.8505 -0.5 -1.0 0.3 0.144
H 15.9728 13.5903 15.6214 -1.0 -0.6 -0.3 0.412
N 9.6896 12.5614 15.6800 -0.7 1.5 0.9 0.626
H 13.5092 13.5040 18.0296 -0.3 -0.4 -0.4 0.387
Se 8.6374 7.9698 13.4123 0.0 -2.5 -0.2 0.246
C 10.4985 13.3505 8.0960 -0.6 0.7 -0.1 -0.704
H 17.0404 11.3946 16.0822 -0.3 0.0 0.2 0.459
H 10.3687 6.0695 13.5936 -0.1 0.2 0.1 0.381
O 6.3723 9.8514 12.5918 5.5 1.0 -0.4 -0.010
Cl 13.5601 12.6563 11.2828 -0.3 -0.2 0.2 -0.152
H 16.9855 9.5118 17.5195 -0.4 -0.2 0.0 0.470
C 15.1865 12.9544 15.1203 0.3 0.5 -0.8 -1.279
H 15.8502 8.8247 11.9922 -0.7 0.0 0.3 0.304
H 12.3778 8.1623 16.6334 0.2 -0.1 -0.4 0.313
C 7.5689 10.0772 9.0999 1.7 -0.2 -0.8 -0.822
C 6.1908 13.9894 14.0632 -1.0 0.4 0.3 -0.702
C 12.3237 9.1349 17.1132 -0.9 -0.3 0.9 -1.200
C 12.6122 13.8335 17.4841 -1.4 0.3 0.2 -1.342
H 14.7570 8.4233 18.1697 0.1 0.8 -1.2 0.380
C 16.0277 9.8710 17.1460 0.0 0.5 -0.1 -0.914
```
Forces are in eV/Å.